No. 1
Here is a molecular structure, C10H10AgN2O2 from the OMol25 dataset. Energies are from wB97M-V/def2-TZVPD.

```
25
Properties=species:S:1:pos:R:3
Ag 4.99794 0.20732 2.24909
O -0.78448 2.98186 -0.33746
O 0.24597 -0.93090 -2.33634
N 1.42596 1.13498 -0.27341
N 0.37926 1.11261 -1.12543
C -2.11880 -1.56873 -0.43868
C -1.69169 0.76905 0.01354
C -0.76518 1.81349 -0.43205
C 3.07216 -0.63039 0.28292
C 2.63632 0.44038 -0.73788
C -2.74505 0.85650 0.90325
C -1.36720 -0.42202 -0.63557
C -0.20012 -0.24549 -1.50634
C -3.47757 -0.30727 1.12620
C -3.17347 -1.48137 0.45761
H -4.29188 -0.26840 1.83066
H -1.88899 -2.48027 -0.96780
H 1.15593 0.92176 0.69125
H 2.49638 0.02574 -1.72948
H 3.24579 -0.11428 1.26308
H -3.79695 -2.33753 0.65985
H 3.42233 1.19165 -0.77170
H 2.22949 -1.29044 0.46629
H 3.95036 -1.16787 -0.05329
H -2.95649 1.78962 1.40168
```

## Properties
spin multiplicity: 2
net charge: +2
highest occupied orbital energy (spin up / spin down): -16.463 / -16.456 eV


No. 2
Here is 2 unconnected molecules or ions with the total composition C10H10BN2 from the OMol25 dataset. Energies are from wB97M-V/def2-TZVPD.

```
23
Properties=species:S:1:pos:R:3
N -0.74609 -2.23514 -2.32490
N -1.57697 -3.94154 1.65733
C 0.65315 0.16075 0.02220
C -0.12449 -0.78884 0.92117
C 2.73871 1.28346 -0.44028
C 0.80688 1.67255 -1.85774
C 0.06528 0.77111 -1.08036
C -1.15802 -3.05362 0.98468
C -0.65065 -2.00727 0.22803
C 1.98079 0.41417 0.34039
C 2.14141 1.94084 -1.52932
C -0.72105 -2.13916 -1.15631
B -2.98659 0.72600 1.60205
H 0.35015 2.16681 -2.71776
H 2.38113 -0.08200 1.22488
H -3.30942 -0.45013 1.29667
H 0.49844 -1.10313 1.77959
H -0.94914 -0.27239 1.32383
H 2.74988 2.60219 -2.15096
H -0.98921 0.59651 -1.29968
H -2.49646 1.39893 0.64323
H 3.78078 1.46041 -0.17754
H -2.43848 0.87948 2.71080
```

## Properties
net charge: -1
relative energy (zero: lowest compared OMol25 entry of this formula, charge and spin): 9.1 kcal/mol
highest occupied orbital energy: -3.064 eV


No. 3
Here is a molecular structure, C10H10Br2Fe from the OMol25 dataset. Energies are from wB97M-V/def2-TZVPD.

```
23
Properties=species:S:1:pos:R:3
Br 0.75003 -2.06738 1.97290
Br -0.83985 1.33947 2.62601
Fe -1.11033 -0.84978 2.28497
C -2.45390 -1.51266 0.67166
C 2.87691 0.17137 -0.09623
C -1.47136 -1.95265 -0.28470
C -1.89173 0.26242 -0.67849
C -2.64975 -0.08860 0.45496
C 1.62458 2.10795 -0.24558
C 1.41989 1.34145 -1.44712
C -1.22690 -0.87334 -1.15559
C 2.18569 0.15317 -1.33982
C 2.50670 1.37058 0.59169
H 3.40040 -0.67010 0.34663
H -1.79760 1.24476 -1.12280
H -3.32322 0.57348 0.99047
H 1.01671 2.94984 0.05341
H -0.62037 -0.91394 -2.05358
H 0.76696 1.61479 -2.26159
H -2.92891 -2.13445 1.44918
H 2.67597 1.56904 1.64120
H -1.02543 -2.94386 -0.38620
H 2.11550 -0.69156 -2.01143
```

## Properties
spin multiplicity: 6
net charge: -1
relative energy (zero: lowest compared OMol25 entry of this formula, charge and spin): 5.5 kcal/mol
highest occupied orbital energy (spin up / spin down): -3.080 / -2.425 eV


No. 4
Here is a molecular structure, C10H10Cl3GeN3O5W from the OMol25 dataset. Energies are from wB97M-V/def2-TZVPD.

```
33
Properties=species:S:1:pos:R:3
W -0.17895 -0.18395 0.88535
Ge 2.49658 4.24551 4.18780
Cl 0.67656 4.38305 5.07268
Cl 0.56612 0.79972 2.88689
Cl 3.01524 3.67346 2.27527
O -1.69201 3.36779 -0.03260
O 1.58242 -0.69335 0.71908
O -1.45745 1.18165 0.69457
O 3.33263 -1.97218 0.68861
O -0.99508 -4.22649 0.71785
N 0.39083 0.80581 -1.03788
N -1.97075 -1.12519 1.65056
N -0.18155 -2.15167 0.53435
C -1.22334 -3.06713 0.64855
C 0.43907 1.90998 -3.60230
C -1.23229 2.30913 -0.20366
C -0.38000 1.88795 -1.32052
C -2.44138 -2.13232 0.64173
C 1.14716 0.77863 -3.30695
C 1.14767 0.30164 -1.99970
C -0.42412 2.41447 -2.61774
C 2.16487 -1.94605 0.57336
C 1.03794 -2.85115 0.26247
H 1.63687 0.26945 -4.11683
H 0.48253 2.46813 -4.52840
H -1.99126 -1.59111 2.56713
H -1.12970 3.26685 -2.76765
H -2.68822 -0.44393 1.81814
H 1.77349 -0.53956 -1.83437
H 0.99274 -3.10492 -0.78575
H 1.13299 -3.79508 0.77256
H -2.58400 -1.78756 -0.37847
H -3.44561 -2.45159 0.93589
```

## Properties
spin multiplicity: 2
net charge: +3
relative energy (zero: lowest compared OMol25 entry of this formula, charge and spin): 41.2 kcal/mol
highest occupied orbital energy (spin up / spin down): -19.993 / -19.995 eV


No. 5
Here is a single C10H10ClIN2 molecule from the OMol25 dataset. Energies are from wB97M-V/def2-TZVPD.

```
24
Properties=species:S:1:pos:R:3
I 2.36120 -2.33554 -0.15163
Cl 4.79794 2.70914 0.30078
N 2.66917 1.36414 0.84680
N 0.46633 -1.94297 0.36606
C 1.51725 0.75440 0.59700
C -2.58530 -0.41987 -0.88426
C 3.06046 1.66890 -1.48559
C -0.20576 -0.03447 -1.04650
C 1.02154 0.61321 -0.72226
C 0.29205 -1.29379 1.60828
C 0.85237 0.16565 1.78889
C -1.45619 0.11386 -0.39353
C 1.87807 1.02537 -1.76452
C 3.38448 1.84656 -0.14038
H -0.79223 -1.27992 1.76623
H 0.73629 -1.89202 2.41321
H 0.01538 0.79640 2.08968
H 1.58279 0.19263 2.59791
H -3.53880 -0.29057 -0.40223
H -1.50160 0.70501 0.50890
H 1.57649 0.85673 -2.78932
H -2.57210 -1.01364 -1.78197
H 3.70961 2.02836 -2.26694
H -0.24775 -0.49238 -2.02510
```

## Properties
highest occupied orbital energy (spin up / spin down): -8.574 / -7.523 eV


No. 6
Here is a single C10H10ClN5 molecule from the OMol25 dataset. Energies are from wB97M-V/def2-TZVPD.

```
26
Properties=species:S:1:pos:R:3
Cl 1.39190 -2.78745 -3.70844
N -1.51400 -0.70362 -1.14916
N -0.92140 -2.08786 -2.95826
N 0.38415 0.34670 -0.06919
N 2.03407 -0.46834 -1.39462
N -3.01088 -1.75346 -2.39796
C 1.31054 1.89746 2.47225
C 1.79128 0.21992 -0.31532
C -1.77282 -1.46338 -2.16528
C 0.77566 -0.91436 -1.84169
C -0.29018 0.91673 1.08733
C 0.33517 2.24772 1.34192
C -0.21552 -0.40289 -1.03482
C 0.06627 -0.07173 2.27153
C 1.21023 0.69271 2.96840
C 0.29435 -1.81936 -2.78287
H -0.45220 2.92731 1.71258
H -1.36843 0.99993 1.03331
H 1.76238 0.42414 3.78297
H -3.16117 -2.14043 -3.27996
H -3.58407 -1.09452 -1.96820
H 0.74714 2.85835 0.46132
H 2.03355 2.60771 2.81324
H 2.56169 0.81274 0.28855
H -0.83435 -0.19048 2.91949
H 0.42666 -1.05356 1.91289
```

## Properties
SMILES: Nc1nc(Cl)c2ncn(C3CC=CC3)c2n1
highest occupied orbital energy: -8.417 eV


No. 7
Here is a single C10H10ClNOS molecule from the OMol25 dataset. Energies are from wB97M-V/def2-TZVPD.

```
24
Properties=species:S:1:pos:R:3
Cl -5.42330 -0.19012 -0.73530
S 1.54486 -1.08655 -0.86424
O 1.05691 -1.81072 -2.01710
N 2.19493 -0.48967 2.53938
C 1.06352 -1.82318 0.84145
C -2.94367 -0.90858 -1.17320
C -3.12437 -0.14408 0.95816
C 0.48462 0.35407 -0.27362
C -0.94514 -0.24464 -0.09175
C -3.79306 -0.39321 -0.28337
C -1.76070 -0.11341 1.02107
C -1.60547 -0.81604 -1.19009
C 1.87756 -1.16911 1.72141
C 0.64790 1.50557 -1.25213
H 1.02985 -2.91737 0.82766
H 0.05037 -1.45082 0.97538
H -0.88187 -1.04364 -2.03641
H 1.40850 2.06569 -0.83582
H -1.25252 -0.14841 2.03762
H -3.25229 -1.26070 -2.09997
H -3.51668 -0.00445 1.94189
H 0.85198 1.29926 -2.24311
H 0.95168 0.68079 0.57437
H -0.34810 2.14021 -1.19865
```

## Properties
relative energy (zero: lowest compared OMol25 entry of this formula, charge and spin): 68.0 kcal/mol
highest occupied orbital energy: -9.132 eV


No. 8
Here is a gas-phase ion, C10H10ClOS (charge -1) from the OMol25 dataset. Energies are from wB97M-V/def2-TZVPD.

```
23
Properties=species:S:1:pos:R:3
Cl 0.73395 -1.29038 -4.09305
S 1.06021 0.20438 0.96348
O -1.49507 1.05549 1.08615
C -1.06531 0.03790 1.57746
C 1.19998 2.03761 -1.08014
C 0.86465 2.33371 -2.39513
C 1.20987 0.67360 -0.66330
C -0.97692 -1.87648 2.63641
C 1.29535 -0.33820 -1.65559
C -0.89323 -0.41306 3.07714
C 0.67842 1.31331 -3.33208
C -1.18839 -1.46893 1.17288
C 0.92611 -0.00906 -2.95414
H -2.19071 -1.70314 0.79638
H 1.33628 2.80315 -0.32133
H -0.41527 -1.81998 0.48016
H -1.86485 -2.36964 3.04733
H 1.48919 -1.36352 -1.37371
H -0.07751 -2.46354 2.81675
H -1.75216 -0.10691 3.68933
H 0.36636 1.51755 -4.35220
H 0.04558 -0.11848 3.56293
H 0.71349 3.36465 -2.68574
```

## Properties
SMILES: [O-]C1(Sc2cccc(Cl)c2)CCC1
net charge: -1
relative energy (zero: lowest compared OMol25 entry of this formula, charge and spin): 0.0 kcal/mol
highest occupied orbital energy: -3.164 eV


One value per record, in order, for electronic energy: -21585.809; -14187.186; -185003.029; -121120.674; -34132.072; -30504.734; -37423.423; -35937.216 eV.